Run P
The following is a DFT calculation (ωB97M-V with the def2-TZVPD basis set) of a cluster of 2 separate species, CHN2P in total.

Element x y z (Å)
C 1.37402 -1.34117 -2.97817
N 0.78747 -1.39457 -3.94212
N 1.27160 -0.44560 -0.93158
P -0.22067 -0.28670 -0.85474
H -0.49528 0.38085 0.45578

## Properties
**Net charge**: 0
**LUMO (spin up / spin down)**: -2.7 / -2.8 eV

natural (NBO) analysis output, partial charges in e:
1 C 0.3061
2 N -0.4551
3 N -0.7103
4 P 0.8905
5 H -0.0311

---

Run Q
The following is a DFT calculation (ωB97M-V with the def2-TZVPD basis set) of the molecule CHN2P.

Element x y z (Å)
H 0.84976 -0.03402 0.11941
P -0.56255 -0.80678 0.00225
N -1.48234 0.41911 0.02282
C -3.02892 0.10195 0.03811
N -4.17469 -0.00649 -0.01497

## Properties
**Structure (SMILES)**: [H]/P=N/C#N
**Net charge**: 0
**LUMO**: -1.5 eV

natural (NBO) analysis output, partial charges in e:
1 H -0.0773
2 P 0.9261
3 N -0.8942
4 C 0.3868
5 N -0.3414

---

Tell me which of them is the most stable. Sure, it is run Q.

---

Run P
The following is a DFT calculation (ωB97M-V with the def2-TZVPD basis set) of the molecule C3H2N2S.

Element x y z (Å)
S -2.36224 -0.00079 -0.00133
C -0.74832 -0.00368 0.00108
C 0.20607 -1.14182 0.00120
N 1.40859 -0.73327 0.00159
N 1.40554 0.73070 -0.00310
C 0.20361 1.14094 -0.00762
H -0.06425 -2.17840 -0.01527
H -0.04900 2.18631 0.02344

## Properties
**Structure (SMILES)**: S=C1C=NN=C1
**Net charge**: 0
**LUMO**: -2.4 eV

natural (NBO) atomic charge list, values in e, 5 entries:
1 S 0.2307
2 C -0.2477
3 C -0.0060
4 N -0.2056
5 N -0.2080

---

Run Q
The following is a DFT calculation (ωB97M-V with the def2-TZVPD basis set) of the molecule C3H2N2S.

Element x y z (Å)
C 0.85657 -0.38205 -0.50020
C 0.11289 -0.96723 0.35945
C -1.59407 0.95995 -0.74595
N -0.86617 -0.38971 1.14136
N -1.55069 0.47890 0.35749
S 1.79387 0.06404 -1.79403
H -1.21943 -0.50401 2.05549
H 2.46703 0.74010 -0.87360

## Properties
**Net charge**: 0
**LUMO**: -0.2 eV

natural (NBO) atomic charge list, values in e, 5 entries:
1 C -0.2647
2 C 0.0579
3 C 0.2626
4 N -0.4452
5 N -0.3898

---

Tell me which of them is the most stable. Sure, it is run P.